# 1
DFT (ωB97M-V/def2-TZVPD) results for a structure of composition C30H37N4PS4Sr in a non-equilibrium geometry.

Cartesian coordinates (Å):
1 Sr 1.34794 1.28570 -0.14016
2 C 4.49785 0.90437 -2.02841
3 C 3.63358 0.53248 -3.04668
4 C 3.11612 -0.75325 -3.08085
5 C 3.46378 -1.66567 -2.09615
6 C 4.32731 -1.29469 -1.07770
7 C 4.84303 -0.00813 -1.04303
8 H 4.91109 1.90280 -2.01166
9 H 3.37514 1.24175 -3.81955
10 H 2.46399 -1.05270 -3.89123
11 H 3.08546 -2.68010 -2.14143
12 H 4.61203 -2.01171 -0.31994
13 H 5.52833 0.27725 -0.25740
14 S 1.50554 -1.26258 1.58577
15 C 1.85704 -0.63202 3.17805
16 C 1.62274 -1.47547 4.26079
17 C 1.95385 -1.10805 5.55092
18 C 2.52419 0.13441 5.77938
19 C 2.72489 0.99264 4.71985
20 C 2.39461 0.64674 3.40728
21 S 2.72001 1.85079 2.19775
22 H 1.18015 -2.44652 4.07717
23 H 1.77088 -1.78928 6.37098
24 H 2.80508 0.44116 6.77768
25 H 3.16598 1.96798 4.87331
26 C -1.12336 0.01404 -3.62888
27 C -1.40143 1.46497 -3.39027
28 C -2.56577 2.04311 -3.92826
29 C -2.81046 3.36740 -3.69856
30 C -1.86417 4.13545 -2.98947
31 C -2.03272 5.50886 -2.75681
32 C -1.03287 6.22147 -2.14354
33 C 0.15379 5.60622 -1.76796
34 C 0.35953 4.24472 -1.94423
35 S 1.89177 3.58512 -1.54446
36 C -0.68334 3.47268 -2.53963
37 N -0.51942 2.14914 -2.70477
38 H -1.10924 -0.18448 -4.69972
39 H -1.91001 -0.59004 -3.17554
40 H -0.16132 -0.24488 -3.18898
41 H -3.23650 1.42150 -4.50344
42 H -3.70222 3.84997 -4.07665
43 H -2.94910 5.98883 -3.06361
44 H -1.15463 7.27902 -1.96252
45 H 0.94548 6.18755 -1.31702
46 C -1.04495 3.11766 2.43735
47 S -2.26362 1.90822 1.85445
48 C -3.10057 1.55795 3.43274
49 H -1.56752 3.92467 2.94778
50 H -0.53992 3.50971 1.55538
51 H -0.32298 2.64042 3.10138
52 H -2.38465 1.13919 4.13375
53 H -3.88682 0.83998 3.22184
54 H -3.53276 2.47531 3.82759
55 C -1.24190 -5.00020 -0.43508
56 N -0.14636 -4.15351 0.15929
57 C -0.55252 -3.76774 1.58452
58 N -1.82761 -3.16255 1.60320
59 C -2.83067 -3.99984 0.98621
60 N -2.49081 -4.32727 -0.39203
61 C -2.55484 -3.15158 -1.24559
62 P -1.36745 -1.77209 -0.75135
63 C 0.08959 -2.96401 -0.68929
64 C -1.81199 -1.81986 1.06232
65 H -1.30680 -5.93047 0.13912
66 H -0.97723 -5.24060 -1.46821
67 H 0.72807 -4.67880 0.22733
68 H 0.21341 -3.04359 1.93374
69 H -0.55288 -4.68974 2.17506
70 H -3.79082 -3.48387 0.99560
71 H -2.91514 -4.92851 1.55673
72 H -3.57712 -2.76781 -1.21518
73 H -2.33691 -3.45049 -2.27537
74 H 0.96786 -2.42456 -0.32746
75 H 0.28386 -3.29824 -1.71460
76 H -2.80216 -1.36731 1.17481
77 H -1.08042 -1.20903 1.60352

Properties
energy relative to the best compared isomer or geometry (same formula, charge and spin) = 66.4 kcal per mole
E_LUMO = -0.55 eV
charge = 0
DFT total energy = -91137.413 eV
frontier orbital gap = 5.538 eV

Atomic partial charges in e from the Löwdin method, atoms 1 to 8: Sr 0.78; C -0.11; C -0.11; C -0.11; C -0.12; C -0.10; C -0.08; H 0.11

# 2
DFT (ωB97M-V/def2-TZVPD) results for a structure of composition C21H27AlF5N2O3.

Cartesian coordinates (Å):
1 C -2.79960 1.57467 0.27469
2 C -3.00287 0.68244 1.50579
3 C -1.74830 -0.14578 1.81936
4 C -0.74519 0.53657 2.77417
5 Al 0.92113 -0.57362 2.99983
6 C 0.64062 -2.40246 2.19859
7 C 2.62648 0.13628 2.11900
8 C 2.93612 1.58129 2.06745
9 O 4.00519 2.09615 2.27703
10 O 1.86016 2.48594 1.89085
11 C 1.20915 2.63752 0.72199
12 C 1.50283 1.69476 -0.40979
13 O 0.38167 3.51464 0.62528
14 C 1.20887 -0.89256 5.04408
15 F 0.53415 0.00812 5.87282
16 F 0.70750 -2.15640 5.39333
17 C 2.64282 -0.90183 5.56915
18 F 3.22674 0.29949 5.40948
19 F 2.75995 -1.20978 6.87592
20 F 3.38164 -1.80406 4.89077
21 H -1.84746 2.11265 0.35385
22 H -3.58867 2.32676 0.18688
23 H -2.77717 0.95625 -0.62875
24 H -3.83858 -0.00044 1.29678
25 H -3.28639 1.28791 2.37195
26 H -2.02372 -1.11315 2.25552
27 H -1.24533 -0.36666 0.86737
28 H -0.57461 1.56894 2.44808
29 H -1.22186 0.62013 3.76298
30 H -0.11080 -2.98529 2.73806
31 H 0.30318 -2.27093 1.16092
32 H 1.58101 -2.96399 2.15864
33 H 2.60997 -0.25387 1.09540
34 H 3.49871 -0.31296 2.60526
35 H 0.81716 0.84412 -0.31165
36 H 2.52402 1.31663 -0.43120
37 H 1.26975 2.19985 -1.34535
38 N -2.20998 -2.13328 -1.62631
39 C -2.24788 -3.35427 -1.09939
40 C -1.57770 -4.44149 -1.64067
41 C -0.83154 -4.25042 -2.79241
42 C -0.77936 -2.98288 -3.34977
43 C -1.48068 -1.96224 -2.72553
44 H -2.83346 -3.46061 -0.19303
45 H -1.63400 -5.40985 -1.16265
46 H -0.29064 -5.07384 -3.24171
47 H -0.19980 -2.78191 -4.24052
48 H -1.44876 -0.94788 -3.10925
49 N 0.14084 1.35540 -3.84434
50 C 1.25434 1.72586 -4.47172
51 C 1.28052 2.64691 -5.50815
52 C 0.08370 3.21387 -5.91555
53 C -1.08320 2.83963 -5.26993
54 C -1.00070 1.91116 -4.24260
55 H 2.17048 1.26217 -4.12156
56 H 2.21721 2.91362 -5.97825
57 H 0.06185 3.93928 -6.71885
58 H -2.03923 3.26110 -5.54854
59 H -1.89029 1.60237 -3.70381

Properties
E_LUMO = 2.30 eV
charge = -1
DFT total energy = -51525.364 eV
frontier orbital gap = 7.726 eV

Atomic partial charges in e from the Löwdin method, atoms 1 to 8: C -0.11; C -0.27; C -0.31; C -0.21; Al 0.43; C -0.17; C -0.11; C -0.50

# 3
DFT (ωB97M-V/def2-TZVPD) results for a structure of composition C3H9O2S in a non-equilibrium geometry.

Cartesian coordinates (Å):
1 C 0.13297 -0.87117 -0.02635
2 O 1.40769 -0.56873 0.39766
3 C -0.76006 0.39125 0.01209
4 C -0.41692 1.30752 -1.15032
5 S -1.80112 1.26538 -2.37233
6 H -0.29737 -1.57882 0.70433
7 H 0.06687 -1.32339 -1.02627
8 H -1.77612 0.05650 0.18795
9 H -0.37269 0.84526 0.92473
10 H 0.51703 0.99916 -1.59980
11 H -0.33293 2.32877 -0.78760
12 H -2.63505 2.11197 -1.75694
13 H 2.73459 -1.84267 2.75305
14 H 1.64833 -1.18477 1.41381
15 O 1.88478 -1.93626 2.32600

Properties
energy relative to the best compared isomer or geometry (same formula, charge and spin) = 18.3 kcal per mole
E_LUMO = 3.07 eV
charge = -1
DFT total energy = -18187.127 eV
frontier orbital gap = 6.848 eV

Atomic partial charges in e from the Löwdin method, atoms 1 to 8: C -0.41; O -0.25; C -0.30; C -0.54; S 0.62; H 0.10; H 0.10; H 0.08

# 4
DFT (ωB97M-V/def2-TZVPD) results for the molecule C2H10N4O4Si2 in a non-equilibrium geometry.

Cartesian coordinates (Å):
1 C 2.65189 0.76250 1.01216
2 C 1.69914 -1.99965 0.01210
3 N 1.47134 0.80666 0.14644
4 N 0.90510 1.98147 -0.13846
5 N -1.50214 -0.08549 0.45692
6 N -0.88929 -0.70743 -0.37609
7 O 1.42246 2.97475 0.37916
8 O -0.01970 1.90547 -0.92994
9 O -2.92334 -0.23766 0.39641
10 O -1.17773 0.55656 1.39695
11 Si -4.02082 -0.18221 -0.72197
12 Si 0.74965 -0.52003 -0.74812
13 H 2.86554 -0.15351 1.29840
14 H 3.47286 1.22007 0.56372
15 H 2.40233 1.42069 1.93348
16 H 2.58089 -2.40701 -0.55941
17 H 2.10581 -1.65793 0.92275
18 H 1.02036 -2.86647 0.07768
19 H -3.90223 -0.49017 -2.12993
20 H -4.95365 -1.30973 -0.34940
21 H -4.52663 1.18473 -0.40132
22 H 0.56814 -0.19559 -2.24152

Properties
energy relative to the best compared isomer or geometry (same formula, charge and spin) = 17.5 kcal per mole
E_LUMO = 0.23 eV
charge = 0
DFT total energy = -32135.297 eV
SMILES = CN([N+](=O)[O-])[Si@@H](C)/N=[N+](\[O-])O[SiH3]
frontier orbital gap = 10.887 eV

Atomic partial charges in e from the Löwdin method, atoms 1 to 8: C -0.03; C -0.16; N -0.14; N -0.44; N -0.40; N 0.02; O 0.07; O 0.00

HOMO level? In order: -6.1 -5.4 -3.8 -10.7 eV.